[1]
Computed, not measured: 2 unconnected molecules or ions with the total composition C22H32N4O5, with the ωB97M-V functional and the def2-TZVPD basis.

Last column: natural (NBO) charge in e.
CARTESIAN COORDINATES (ANGSTROEM)
C (0.31958, -4.21555, 0.88801)  -0.63
C (1.48054, -3.48046, 0.00848)  -0.05
H (1.48521, -3.67870, -1.06953)  0.18
H (2.38573, -3.68651, 0.38526)  0.18
O (1.07202, -2.24905, -0.05574)  -0.51
C (1.80482, -1.35112, -0.55062)  0.79
O (2.68399, -1.81851, -1.10784)  -0.63
C (1.54274, 0.18438, -0.60005)  -0.20
C (0.47211, 0.76610, 0.07416)  0.28
N (0.47673, 2.06637, 0.18036)  -0.69
C (1.07373, 3.16369, -0.64671)  0.89
O (0.74426, 4.23394, -0.84057)  -0.51
N (2.09936, 2.17313, -1.52524)  -0.69
H (2.63898, 3.04905, -1.97314)  0.40
C (2.60126, 1.02114, -1.27765)  -0.05
C (3.77932, 1.05214, -0.14527)  -0.04
C (4.99448, 0.15284, -0.53626)  -0.12
C (6.02850, 0.28425, 0.32946)  0.03
C (6.19695, 1.22638, 1.33264)  -0.23
C (4.95765, 1.93726, 1.82003)  -0.14
C (3.82776, 1.86549, 0.78643)  -0.23
H (2.89911, 2.57268, 1.28301)  0.21
H (4.98403, 2.62325, 2.64246)  0.22
H (6.90914, 1.16408, 2.19497)  0.26
N (7.21863, -0.28995, -0.32888)  0.44
O (8.17410, -0.54245, 0.74221)  -0.45
O (7.26580, -1.15527, -1.18638)  -0.27
H (5.00147, -0.15784, -1.49343)  0.24
H (2.80528, 0.53751, -1.99399)  0.20
H (-0.30484, 2.50657, 0.74133)  0.40
C (-0.59925, 0.13597, 0.82485)  -0.26
N (-1.52908, -0.79323, -0.06712)  -0.66
H (-0.94792, -1.50058, -0.31841)  0.38
C (-2.36174, -0.29433, -0.99403)  0.20
C (-3.08969, -1.41213, -1.63631)  -0.59
H (-3.42085, -1.81768, -0.85565)  0.21
H (-2.32314, -1.89902, -2.42326)  0.20
H (-3.85989, -0.97413, -2.01535)  0.20
C (-1.54860, 0.59305, -2.06054)  -0.62
H (-0.80413, 0.06101, -2.29326)  0.19
H (-1.07053, 1.43497, -1.58693)  0.19
H (-2.30212, 0.79454, -2.70547)  0.20
C (-3.41404, 0.83266, -0.35420)  -0.41
H (-3.85686, 1.21164, -1.20831)  0.21
H (-2.81135, 1.71044, 0.01573)  0.19
C (-4.26974, 0.42495, 0.60846)  -0.02
C (-3.83878, -0.50762, 1.80089)  -0.52
H (-3.07501, -0.01137, 2.41775)  0.19
H (-4.72935, -0.60482, 2.28476)  0.20
H (-3.56508, -1.22152, 1.42309)  0.17
C (-5.58520, -0.14698, -0.11564)  -0.62
H (-5.35316, -1.17020, -0.40855)  0.20
H (-5.72949, 0.41810, -1.05248)  0.22
H (-6.39243, -0.31554, 0.71234)  0.22
C (-4.82845, 1.73616, 1.33913)  -0.60
H (-5.29090, 2.55348, 0.65363)  0.20
H (-5.76980, 1.54468, 1.86235)  0.21
H (-4.23513, 2.34078, 1.80416)  0.19
H (-1.17501, 0.86493, 1.43396)  0.21
H (-0.03299, -0.67230, 1.90294)  0.23
H (0.52936, -5.35430, 0.67038)  0.21
H (0.33261, -3.90446, 1.93298)  0.22
H (-0.67068, -4.01197, 0.33058)  0.21

Computed properties:
- ΔE to the lowest compared entry with this formula, charge and spin: 577.8 kcal per mole
- E: -39509.7220 eV
- Multiplicity: 1
- Strongest force on any atom: 0.3191 Eh/bohr

---

[2]
Computed, not measured: C22H32N4O5 in the gas phase, with the ωB97M-V functional and the def2-TZVPD basis.

Last column: natural (NBO) charge in e.
CARTESIAN COORDINATES (ANGSTROEM)
C (-0.72759, 1.62233, 3.71339)  -0.64
C (-1.56503, 1.75641, 2.45008)  -0.08
O (-0.90897, 1.16592, 1.32271)  -0.52
C (-1.04152, -0.16248, 1.18700)  0.79
O (-1.72169, -0.83615, 1.92937)  -0.62
C (-0.27667, -0.73867, 0.07653)  -0.24
C (0.19421, -0.11229, -1.02254)  0.29
C (0.07187, 1.34544, -1.35742)  -0.27
N (-0.21210, 1.47906, -2.77902)  -0.66
C (-0.38659, 2.82665, -3.31166)  0.14
C (-0.44705, 2.67165, -4.83735)  -0.61
C (0.87294, 3.65023, -2.99822)  -0.62
C (-1.59351, 3.62435, -2.74305)  -0.41
C (-3.04254, 3.08073, -2.70323)  -0.05
C (-3.92916, 4.28350, -2.34156)  -0.60
C (-3.24804, 2.01885, -1.61673)  -0.60
C (-3.53197, 2.52390, -4.04120)  -0.61
N (0.83170, -0.83926, -1.99740)  -0.64
C (0.71592, -2.21492, -2.13717)  0.78
O (1.06515, -2.78309, -3.14637)  -0.63
N (0.14693, -2.83460, -1.07461)  -0.62
C (-0.01129, -2.22981, 0.22524)  -0.07
C (1.20821, -2.39473, 1.11957)  -0.03
C (2.46932, -2.67337, 0.60512)  -0.18
C (3.57372, -2.76625, 1.43951)  -0.20
C (3.44062, -2.56337, 2.79914)  -0.21
C (2.18071, -2.27171, 3.30842)  0.09
N (2.02811, -2.02107, 4.72042)  0.52
O (0.98164, -1.53693, 5.09472)  -0.38
O (2.96047, -2.29599, 5.44490)  -0.38
C (1.06634, -2.20041, 2.48672)  -0.21
H (-1.21494, 2.15036, 4.52767)  0.22
H (-0.62121, 0.57686, 3.99175)  0.23
H (0.26086, 2.04748, 3.55565)  0.21
H (-1.70006, 2.80585, 2.17821)  0.19
H (-2.53893, 1.27594, 2.58585)  0.20
H (1.04202, 1.81235, -1.15730)  0.22
H (-0.66665, 1.81722, -0.70366)  0.23
H (-1.03405, 0.93132, -3.01366)  0.36
H (-0.69261, 3.61846, -5.30961)  0.21
H (-1.17843, 1.93095, -5.14002)  0.21
H (0.52363, 2.34458, -5.20213)  0.22
H (0.92604, 3.92618, -1.94817)  0.21
H (0.86901, 4.56415, -3.58596)  0.22
H (1.76079, 3.07873, -3.25721)  0.22
H (-1.61829, 4.55671, -3.31234)  0.21
H (-1.34146, 3.89546, -1.71376)  0.20
H (-3.60402, 4.73600, -1.40712)  0.21
H (-3.88807, 5.04104, -3.12109)  0.21
H (-4.96497, 3.97275, -2.22546)  0.21
H (-2.72524, 1.09174, -1.83738)  0.20
H (-4.30714, 1.78122, -1.53516)  0.21
H (-2.91332, 2.38340, -0.64763)  0.21
H (-3.07880, 1.56180, -4.26557)  0.20
H (-4.60957, 2.37527, -4.00046)  0.21
H (-3.31624, 3.21411, -4.85227)  0.21
H (1.08963, -0.32293, -2.83134)  0.44
H (0.08542, -3.83925, -1.13467)  0.42
H (-0.87661, -2.68230, 0.72453)  0.25
H (2.59619, -2.82561, -0.45629)  0.22
H (4.54258, -2.99104, 1.02140)  0.22
H (4.28457, -2.61809, 3.46902)  0.25
H (0.09899, -1.99288, 2.91851)  0.26

Computed properties:
- ΔE to the lowest compared entry with this formula, charge and spin: 101.4 kcal per mole
- E: -39530.3780 eV
- Multiplicity: 1
- SMILES string: CCOC(=O)C1=C(CNC(C)(C)CC(C)(C)C)NC(=O)N[C@H]1c1cccc([N+](=O)[O-])c1
- Strongest force on any atom: 0.0263 Eh/bohr

---

[3]
Computed, not measured: C22H32N4O6S in the gas phase, with the ωB97M-V functional and the def2-TZVPD basis.

Last column: natural (NBO) charge in e.
CARTESIAN COORDINATES (ANGSTROEM)
C (-7.97576, 7.31535, 1.95441)  -0.62
C (-7.18308, 7.09638, 0.68013)  -0.07
O (-6.56050, 5.81122, 0.75216)  -0.51
C (-5.86266, 5.43248, -0.31938)  0.78
O (-5.73615, 6.11175, -1.30828)  -0.59
C (-5.26096, 4.07868, -0.15903)  -0.14
C (-5.39274, 3.35483, 1.02310)  -0.17
C (-4.81999, 2.09855, 1.12254)  -0.19
C (-4.12636, 1.58123, 0.04513)  -0.33
S (-3.38764, -0.04768, 0.15002)  2.31
O (-3.80103, -0.82691, -0.97740)  -0.93
O (-3.63373, -0.57439, 1.46563)  -0.95
N (-1.77336, 0.36289, -0.08781)  -0.67
C (-1.12298, 0.89216, 1.09021)  -0.23
C (-0.66174, -0.21443, 2.04194)  -0.24
N (0.18954, -1.14880, 1.31873)  -0.46
C (0.76707, -2.16581, 2.17606)  -0.31
C (2.00398, -2.79091, 1.54138)  0.68
O (2.39648, -3.90207, 1.83761)  -0.62
N (2.61294, -1.96516, 0.65754)  -0.67
C (3.75824, -2.18252, -0.15472)  0.80
O (4.07903, -1.31340, -0.93371)  -0.65
N (4.36035, -3.35736, 0.05258)  -0.63
C (5.53896, -3.80628, -0.67394)  -0.03
C (6.72329, -2.86455, -0.44279)  -0.42
C (7.95728, -3.37801, -1.17761)  -0.39
C (7.67294, -3.50745, -2.67060)  -0.40
C (6.48948, -4.44049, -2.90600)  -0.40
C (5.25373, -3.92857, -2.17311)  -0.42
C (-0.55181, -1.74091, 0.21190)  -0.25
C (-0.97092, -0.63905, -0.75794)  -0.24
C (-3.98820, 2.28783, -1.13516)  -0.13
C (-4.55728, 3.54319, -1.23729)  -0.17
H (-8.45926, 8.28705, 1.91982)  0.22
H (-7.31690, 7.27707, 2.81769)  0.21
H (-8.73446, 6.54476, 2.06092)  0.21
H (-7.82897, 7.12547, -0.20441)  0.19
H (-6.40492, 7.85782, 0.55602)  0.19
H (-5.94131, 3.77769, 1.84966)  0.24
H (-4.90470, 1.50371, 2.01870)  0.25
H (-1.83320, 1.54901, 1.59486)  0.22
H (-0.26234, 1.48069, 0.75743)  0.21
H (-0.08256, 0.22891, 2.85563)  0.21
H (-1.54895, -0.71224, 2.46068)  0.20
H (0.06341, -2.97121, 2.43701)  0.21
H (1.09686, -1.70000, 3.11024)  0.23
H (2.14548, -1.07586, 0.50324)  0.44
H (3.93148, -3.97334, 0.73546)  0.44
H (5.78437, -4.79579, -0.27332)  0.20
H (6.45611, -1.87440, -0.81285)  0.23
H (6.92382, -2.78777, 0.62813)  0.21
H (8.79181, -2.69358, -1.01449)  0.21
H (8.24141, -4.35397, -0.77572)  0.19
H (7.44110, -2.52217, -3.07936)  0.20
H (8.55647, -3.88844, -3.18682)  0.21
H (6.27786, -4.51307, -3.97438)  0.21
H (6.73853, -5.44180, -2.54537)  0.19
H (4.41168, -4.60647, -2.33003)  0.21
H (4.97738, -2.94501, -2.55429)  0.22
H (0.08837, -2.46284, -0.29942)  0.22
H (-1.45720, -2.25999, 0.56912)  0.19
H (-1.57846, -1.05082, -1.56316)  0.25
H (-0.08947, -0.14307, -1.17497)  0.21
H (-3.44529, 1.83994, -1.95145)  0.23
H (-4.47456, 4.12790, -2.14088)  0.24

Computed properties:
- ΔE to the lowest compared entry with this formula, charge and spin: 0.0 kcal per mole
- E: -52415.9863 eV
- Multiplicity: 1
- SMILES string: CCOC(=O)c1ccc(S(=O)(=O)N2CCN(CC(=O)NC(=O)NC3CCCCC3)CC2)cc1
- Strongest force on any atom: 0.0207 Eh/bohr

---

[4]
Computed, not measured: 2 unconnected molecules or ions with the total composition C22H32N4O8S2, with the ωB97M-V functional and the def2-TZVPD basis.

Last column: natural (NBO) charge in e.
CARTESIAN COORDINATES (ANGSTROEM)
C (0.78609, -1.41417, 6.79086)  -0.28
O (-0.54808, -0.80294, 6.59371)  -0.57
C (-1.20773, -1.36768, 5.38848)  -0.08
C (-2.69739, -0.67405, 5.23316)  -0.43
C (-2.77088, 0.44867, 4.00393)  -0.42
C (-3.03980, -0.39782, 2.61730)  -0.43
C (-3.92411, 0.39620, 1.48850)  -0.43
C (-3.36756, 0.27088, -0.04842)  -0.47
C (-2.86011, -1.22484, -0.48666)  0.32
N (-3.23548, -2.53306, 0.17562)  -0.54
C (-2.77114, -3.91588, -0.22714)  0.49
O (-3.29170, -5.09950, 0.52926)  -0.45
C (-4.76181, -5.19132, 0.25458)  0.47
N (-6.04604, -5.30286, 0.01745)  -0.28
C (-1.71845, -4.12676, -1.46590)  -0.19
C (-1.23498, -2.76502, -2.27469)  -0.02
C (-0.17755, -2.99689, -3.51939)  0.72
O (-0.34891, -4.10305, -4.25466)  -0.53
O (0.95643, -2.11974, -3.85046)  -0.66
C (-1.82653, -1.29052, -1.79971)  0.07
C (-1.34818, 0.00977, -2.67386)  -0.48
C (-0.04213, 0.80704, -2.08696)  -0.43
C (0.13665, 2.15562, -3.06047)  -0.53
S (1.86237, 2.87847, -3.03280)  0.25
C (3.18860, 1.57070, -2.84206)  -0.08
S (3.34508, 0.18497, -3.82006)  0.10
N (4.22645, 1.79154, -1.74591)  -0.53
C (3.78378, 1.22904, -0.41411)  -0.25
C (4.40334, 2.12674, 0.81254)  -0.09
O (3.93279, 3.52057, 0.84200)  -0.56
C (3.93173, 4.12797, -0.50421)  -0.10
C (4.67314, 3.23379, -1.66097)  -0.29
H (1.51985, -1.06191, 5.93117)  0.18
H (1.22111, -1.07219, 7.84775)  0.21
H (0.74152, -2.59758, 6.83409)  0.18
H (-1.27277, -2.54366, 5.58286)  0.18
H (-0.51661, -1.23531, 4.44923)  0.17
H (-3.47340, -1.54929, 5.10446)  0.21
H (-2.95183, -0.17305, 6.28500)  0.25
H (-1.70945, 0.94478, 3.95671)  0.23
H (-3.61848, 1.22848, 4.26584)  0.23
H (-3.68966, -1.34586, 2.94002)  0.19
H (-2.03511, -0.86691, 2.17447)  0.22
H (-5.04755, 0.02470, 1.50612)  0.22
H (-3.94655, 1.55317, 1.76912)  0.25
H (-2.44639, 1.00453, -0.13894)  0.27
H (-4.21775, 0.64809, -0.75803)  0.27
H (-3.91772, -2.48470, 0.98778)  0.47
H (-1.34909, -5.19565, -1.79076)  0.31
H (1.67364, -2.75663, -4.20312)  0.54
H (-1.07808, -0.36749, -3.76604)  0.27
H (-2.21890, 0.79723, -2.77294)  0.25
H (-0.21281, 1.25413, -0.99329)  0.21
H (0.91308, 0.12917, -2.08642)  0.26
H (-0.59888, 3.02333, -2.71845)  0.24
H (-0.16429, 1.86026, -4.15825)  0.24
H (2.62415, 1.06168, -0.36091)  0.19
H (4.28706, 0.15047, -0.32678)  0.21
H (4.14843, 1.63064, 1.86715)  0.20
H (5.58128, 2.06988, 0.72382)  0.18
H (2.79020, 4.37831, -0.74352)  0.19
H (4.47129, 5.19285, -0.49631)  0.19
H (4.59853, 3.76097, -2.71955)  0.27
H (5.83659, 3.21405, -1.39283)  0.22
N (4.01265, 2.47442, -6.94458)  0.71
O (5.13964, 2.83101, -6.56268)  -0.56
O (3.89889, 1.54741, -7.76360)  -0.56
O (2.99952, 3.04481, -6.50751)  -0.58

Computed properties:
- ΔE to the lowest compared entry with this formula, charge and spin: 403.4 kcal per mole
- E: -67317.2798 eV
- Multiplicity: 1
- Strongest force on any atom: 0.2353 Eh/bohr

---

Among the records above, which one has the highest ΔE to the lowest compared entry with this formula, charge and spin? number 1

---

Number 1 is which compound? C22H32N4O5

---

Which of these has the lowest ΔE to the lowest compared entry with this formula, charge and spin? C22H32N4O6S